No. 1
C16H29Cl10Mg2O6 | ωB97M-V with the def2-TZVPD basis set

Summary:
Largest force on an atom (eV Å⁻¹): 2.9
ΔE to the lowest compared entry with this formula, charge and spin (kJ/mol): 0.0
HOMO level (eV): -12.3
Net charge: +1

Structure (XYZ):
```
63
C16H29Cl10Mg2O6 | the Open Molecules 2025 dataset | ωB97M-V with the def2-TZVPD basis set
Mg 3.52397 0.25329 -0.48195
Mg 2.88729 -3.03243 0.04380
C 4.56405 -0.95611 3.51187
C 4.10544 -1.00752 2.08726
O 4.24642 -0.02033 1.32409
O 3.62125 -2.11698 1.69590
H 3.77146 -1.29465 4.17344
H 4.87623 0.04958 3.78879
H 5.44721 -1.57750 3.65798
C -0.67169 -0.46998 -0.23122
C 0.80346 -0.72849 -0.19870
O 1.23084 -1.89747 0.00590
O 1.61186 0.24312 -0.25728
H -0.87557 0.50340 -0.66385
H -1.02875 -0.58013 0.79113
H -1.18269 -1.23068 -0.81926
C 5.04326 -2.03785 -3.32385
C 4.36495 -1.23322 -2.25412
O 4.35345 0.02314 -2.22221
O 3.80336 -1.77689 -1.23012
H 4.54851 -3.00628 -3.36776
H 6.08884 -2.23996 -3.09499
H 5.00012 -1.47177 -4.24918
Cl -2.67360 -3.13329 -4.53733
C -2.63558 -1.35774 -4.56048
C -1.89304 -0.86757 -3.33124
Cl -2.00539 0.88011 -3.14021
H -3.65480 -0.98377 -4.56656
H -2.10961 -1.01549 -5.44777
H -0.84714 -1.17651 -3.37442
H -2.26234 -1.35503 -2.42796
Cl -2.94598 4.41958 -1.96159
C -2.60146 3.27904 -0.66912
C -2.75950 4.00191 0.65717
Cl -2.33980 2.93454 2.00843
H -1.55125 3.01736 -0.77747
H -3.25654 2.41793 -0.73682
H -3.75448 4.43227 0.78871
H -2.14606 4.90216 0.71295
Cl 0.21533 -4.06370 5.90678
C 0.85122 -2.76706 4.87182
C -0.05008 -2.59553 3.66272
Cl 0.27617 -3.87365 2.45484
H 1.81905 -3.14923 4.54736
H 1.05655 -1.84490 5.40941
H 0.12856 -1.67012 3.11543
H -1.09341 -2.58519 3.96465
Cl 2.66014 2.66627 -3.77485
C 0.93606 2.61309 -3.26626
C 0.26385 3.95118 -3.20222
Cl -0.13066 4.58101 -4.84255
H 0.91192 2.23013 -2.24287
H 0.41597 1.95486 -3.95434
H 0.85088 4.70946 -2.69215
H -0.70287 3.83626 -2.71322
Cl -2.97285 -0.56462 2.73409
C -4.69883 -0.17946 2.51904
C -5.31017 0.37437 3.79155
Cl -4.59811 1.93517 4.23639
H -5.20496 -1.08933 2.20812
H -4.74330 0.55728 1.72123
H -5.20299 -0.34933 4.59559
H -6.37420 0.53328 3.62746
```

No. 2
C16H29ClN2O5P | ωB97M-V with the def2-TZVPD basis set

Summary:
Largest force on an atom (eV Å⁻¹): 2.6
HOMO level (eV): -9.8
Net charge: +1

Structure (XYZ):
```
54
C16H29ClN2O5P | the Open Molecules 2025 dataset | ωB97M-V with the def2-TZVPD basis set
C -1.15562 -1.94783 -0.68679
C 0.19383 -1.74813 -1.39245
Cl 1.18741 -0.47303 -0.59522
C 0.02579 -1.49433 -2.90057
C -0.40405 -0.08418 -3.24354
C -1.64632 0.24449 -3.49081
C -1.89173 1.69966 -3.86752
O -2.73618 1.93993 -4.67081
C -1.01909 2.73077 -3.19264
P -1.76928 4.38025 -2.80239
N -2.27885 4.89829 -4.36793
O -3.12873 4.07675 -1.85452
C 0.23384 2.39689 -2.91587
C 1.27002 3.27142 -2.20769
C 1.57952 4.63133 -2.86643
O 1.12602 5.65098 -1.96563
C 0.65900 0.99677 -3.34696
O 1.73569 0.76648 -3.76562
H -1.85902 -2.54136 -1.27814
H -0.96559 -2.50751 0.24241
H -1.59244 -0.98521 -0.39525
H 0.75464 -2.68448 -1.29914
H 0.94737 -1.71564 -3.45522
H -0.73889 -2.17710 -3.29240
H -2.46323 -0.47177 -3.44015
H -2.99485 4.27629 -4.74800
H -2.70484 5.81744 -4.27992
H -3.24212 3.11955 -1.74342
H 2.20788 2.69798 -2.22301
H 0.96898 3.35543 -1.15843
H 1.13092 4.76079 -3.86078
H 2.66752 4.76743 -2.95181
H 1.52257 6.49280 -2.22302
C 1.84767 -1.92103 3.28900
N 0.87060 -2.11327 4.41868
C 0.55724 -0.76270 4.99348
C 1.49805 -2.96022 5.47900
C -0.43729 -2.71698 3.92968
C -0.34589 -4.11029 3.34100
O 0.49153 -4.11594 2.19339
H 2.63829 -1.25782 3.63754
H 2.28453 -2.87552 3.02339
H 1.32536 -1.47188 2.44837
H 1.48100 -0.31928 5.35712
H -0.14661 -0.88868 5.81382
H 0.12380 -0.14579 4.20957
H 1.78819 -3.91398 5.04778
H 0.77597 -3.10632 6.28020
H 2.37972 -2.44430 5.85253
H -0.82272 -2.02137 3.18339
H -1.10909 -2.72966 4.78805
H -1.35162 -4.41911 3.04254
H 0.02648 -4.83322 4.07266
H 0.50461 -5.01377 1.83849
```

No. 3
C16H29I2N6RuSSeSi | ωB97M-V with the def2-TZVPD basis set

Summary:
Largest force on an atom (eV Å⁻¹): 2.2
ΔE to the lowest compared entry with this formula, charge and spin (kJ/mol): 0.0
2S+1: 2
HOMO level (spin up / spin down) (eV): -13.0 / -13.4
Net charge: +2

Structure (XYZ):
```
57
C16H29I2N6RuSSeSi | the Open Molecules 2025 dataset | ωB97M-V with the def2-TZVPD basis set
Ru -0.00158 0.14515 -0.19543
N 1.39089 0.10108 5.95936
C 1.13048 0.12386 4.64341
C 0.17053 0.99228 4.09200
C -0.04880 0.98599 2.74126
N 0.59796 0.18522 1.87322
C 1.50915 -0.65208 2.40413
C 1.80387 -0.71811 3.73926
H 0.91634 0.71678 6.59571
H 2.08922 -0.51167 6.34158
H -0.38441 1.67539 4.72031
H -0.75650 1.68266 2.31164
H 2.01869 -1.30968 1.71298
H 2.55024 -1.42008 4.08585
N -1.58941 0.21629 -2.92477
C -0.83261 0.17046 -2.04806
C 4.90623 -1.05840 0.58906
Si 4.34917 0.23455 -0.62065
C 4.99763 0.04881 -2.34127
C 4.30623 1.95805 0.04028
Se 2.06702 -0.56133 -1.00832
H 5.99069 -0.98972 0.71262
H 4.68006 -2.06849 0.24455
H 4.45127 -0.89987 1.56745
H 6.05073 0.34433 -2.35264
H 4.46446 0.69609 -3.03839
H 4.93452 -0.98059 -2.69435
H 5.32385 2.31747 0.21839
H 3.76310 2.00182 0.98456
H 3.83336 2.63618 -0.66762
I 0.75579 2.71118 -0.32720
I -0.94852 4.78036 -2.15884
S -0.68377 -2.07211 0.31917
C -1.91771 -2.62289 -0.78393
N -1.61865 -2.76600 -2.09543
C -2.46607 -3.23847 -3.02358
C -3.72214 -3.64383 -2.65223
C -4.07880 -3.53778 -1.30937
C -3.18838 -3.02425 -0.38180
H -0.69939 -2.45360 -2.38928
H -2.09443 -3.27398 -4.03712
H -4.40109 -4.04042 -3.39169
H -5.05976 -3.86182 -0.98664
H -3.44495 -2.95009 0.66499
N -3.63862 2.44851 -2.58280
C -3.89985 1.98490 -1.17308
C -2.54097 1.99164 -0.45913
N -2.15544 0.71441 0.16610
H -4.49082 2.65222 -3.10452
H -3.09400 1.72279 -3.07490
H -3.03691 3.30260 -2.57249
H -4.30332 0.97622 -1.25764
H -4.65485 2.62665 -0.72676
H -2.42668 2.80704 0.25020
H -1.81086 2.16574 -1.23644
H -2.47744 -0.03654 -0.43791
H -2.58477 0.57508 1.07623
```

No. 4
C16H30BaN6S | ωB97M-V with the def2-TZVPD basis set

Summary:
Largest force on an atom (eV Å⁻¹): 1.0
ΔE to the lowest compared entry with this formula, charge and spin (kJ/mol): 0.0
HOMO level (eV): -7.1

Structure (XYZ):
```
54
C16H30BaN6S | the Open Molecules 2025 dataset | ωB97M-V with the def2-TZVPD basis set
Ba -0.27175 -0.44511 -0.09310
N 2.52607 -0.15487 0.18404
C 3.21702 0.22061 -1.04734
C 2.66354 -0.53093 -2.24807
N 1.28058 -0.18010 -2.61309
C 0.76810 -1.15408 -3.59319
C -0.74443 -1.25135 -3.65380
N -1.31214 -1.86370 -2.44363
C 1.17231 1.20071 -3.10871
C 0.57192 2.20253 -2.12997
N -0.81735 1.87459 -1.80775
H 2.77411 0.44720 0.96046
H 2.73334 -1.11437 0.45199
H 4.29749 0.03844 -1.00662
H 3.10192 1.29842 -1.18455
H 2.68361 -1.60353 -2.03844
H 3.33104 -0.36834 -3.10943
H 1.16715 -2.13535 -3.33268
H 1.14951 -0.91197 -4.59665
H -0.99729 -1.82264 -4.55516
H -1.18927 -0.25993 -3.78173
H -0.87076 -2.77375 -2.30502
H -2.29858 -2.04185 -2.59576
H 0.56201 1.19954 -4.01749
H 2.16132 1.55994 -3.42365
H 0.68482 3.21115 -2.54654
H 1.12801 2.20471 -1.18785
H -1.41248 1.96057 -2.62333
H -1.17468 2.50001 -1.09220
C -1.10940 -1.63003 3.38609
N -1.92865 -1.07374 2.31474
C -3.01190 -1.98806 1.99255
C -2.47237 0.23354 2.72969
C -1.40106 1.28361 2.92370
C -1.36185 2.01934 4.09926
C -0.38526 2.99429 4.28163
C 0.54464 3.21509 3.28165
C 0.47273 2.46357 2.10771
C -0.49652 1.48523 1.85842
H -1.67618 -1.68754 4.32930
H -0.23878 -0.99784 3.55868
H -0.78080 -2.63345 3.12038
H -3.68612 -2.15685 2.84766
H -2.60481 -2.95178 1.68356
H -3.61655 -1.58331 1.17677
H -3.07779 0.10099 3.64407
H -3.17568 0.54716 1.94902
H -2.08365 1.83460 4.88897
H -0.35457 3.56641 5.20104
H 1.31558 3.96563 3.41720
H 1.22731 2.68794 1.34813
S 0.80071 -3.34739 0.93542
C 1.03673 -3.72585 -0.69999
N 1.17907 -3.92812 -1.83640
```

No. 5
C16H30Br12FS | ωB97M-V with the def2-TZVPD basis set

Summary:
Largest force on an atom (eV Å⁻¹): 2.7
HOMO level (eV): -2.7
Net charge: -1

Structure (XYZ):
```
60
C16H30Br12FS | the Open Molecules 2025 dataset | ωB97M-V with the def2-TZVPD basis set
C -0.46004 -4.15958 0.73242
C -1.66143 -3.05145 1.08216
F -2.50897 -2.99339 -0.14363
C -2.44703 -3.67272 2.40206
S -1.95561 -2.72347 3.98112
C -4.07746 -3.47788 2.18129
Br -5.00284 -3.39520 3.97545
C -4.58586 -4.84294 1.38924
C -5.86182 -4.42004 0.45075
Br -5.17275 -6.22074 2.71431
H 0.21235 -4.28107 1.68252
H 0.19968 -3.81661 -0.17173
H -1.00790 -5.18550 0.46755
H -1.20216 -1.99500 1.28791
H -2.18273 -3.66516 5.00919
H -4.35242 -2.51548 1.56910
H -3.74165 -5.33300 0.72205
H -6.82886 -4.86745 0.98078
H -6.05114 -3.24417 0.39804
H -5.75690 -4.80272 -0.66660
Br -1.06855 0.17594 0.00798
C 0.70813 0.38865 -0.76777
C 1.55847 -0.83783 -0.53186
Br 2.21961 -0.89662 1.30217
H 1.13497 1.30120 -0.34266
H 0.53505 0.53781 -1.83733
H 2.45579 -0.81099 -1.15643
H 1.02562 -1.77626 -0.70920
Br 7.18307 2.24162 1.57475
C 5.46126 3.09112 1.91733
C 4.31689 2.18473 1.52764
Br 4.06797 2.15345 -0.40660
H 5.46279 4.04373 1.38048
H 5.44966 3.28567 2.99351
H 3.37221 2.56175 1.92943
H 4.45525 1.14838 1.84836
Br -2.33458 -1.15657 -3.75364
C -3.50663 -0.10779 -2.60039
C -4.72919 0.36773 -3.35020
Br -4.30272 1.87445 -4.51302
H -2.90457 0.70760 -2.19010
H -3.79051 -0.78663 -1.79124
H -5.48319 0.74931 -2.65604
H -5.17951 -0.40429 -3.98047
Br 7.93145 2.15300 5.39889
C 9.70813 2.36570 4.62314
C 10.55847 1.13922 4.85905
Br 11.21961 1.08044 6.69308
H 10.13497 3.27826 5.04825
H 9.53505 2.51486 3.55358
H 11.45579 1.16606 4.23448
H 10.02562 0.20079 4.68171
Br -2.33458 4.27909 -7.27811
C -3.50663 5.32788 -6.12487
C -4.72919 5.80339 -6.87468
Br -4.30272 7.31011 -8.03749
H -2.90457 6.14326 -5.71458
H -3.79051 4.64904 -5.31571
H -5.48319 6.18497 -6.18051
H -5.17951 5.03137 -7.50495
```

No. 6
C16H30Br3N4O2 | ωB97M-V with the def2-TZVPD basis set

Summary:
Largest force on an atom (eV Å⁻¹): 4.3
HOMO level (eV): -11.9
Net charge: +1

Structure (XYZ):
```
55
C16H30Br3N4O2 | the Open Molecules 2025 dataset | ωB97M-V with the def2-TZVPD basis set
C 3.52298 3.60013 3.12891
O 2.53332 4.02508 2.18324
C 3.01936 3.89852 0.83550
C 1.78750 4.15350 -0.11977
C 1.28716 2.86490 -0.89956
N 0.73151 1.82080 -0.00300
C 1.33913 1.14797 1.02606
N 0.56094 0.25282 1.72251
C -0.70371 0.29814 1.08647
C -2.05446 -0.42793 1.33655
C -1.98244 -1.96492 1.73060
C -0.58975 -2.67402 1.56172
C -0.04684 -2.73853 0.05825
N 0.62194 -4.05002 -0.14457
C 1.81256 -4.20406 0.66549
C 3.24469 -3.85963 0.06967
O 1.81414 -4.63580 1.80984
C -0.61514 1.29578 0.00660
C -1.75250 1.74881 -0.94885
C -1.53981 1.35873 -2.47680
N -2.05823 -0.00372 -2.73856
H 3.25568 3.96066 4.16804
H 3.56728 2.46684 3.21043
H 4.53947 4.03739 2.88747
H 3.86734 4.63675 0.67627
H 3.45662 2.87284 0.62866
H 0.95495 4.68369 0.43096
H 2.13199 4.88993 -0.90984
H 2.13259 2.47493 -1.52593
H 0.50305 3.23548 -1.62574
H 2.40178 1.25617 1.35101
H 0.78314 -0.32976 2.52778
H -2.73638 -0.34725 0.43848
H -2.59204 0.10959 2.17489
H -2.72533 -2.53967 1.09397
H -2.36348 -2.06669 2.79340
H 0.21655 -2.29996 2.26841
H -0.74136 -3.75461 1.87039
H -0.91730 -2.67912 -0.65127
H 0.69697 -1.91095 -0.15838
H 0.00857 -4.82760 0.13549
H 3.46874 -4.51445 -0.82704
H 3.37574 -2.76489 -0.14566
H 4.03500 -4.12516 0.83494
H -2.76610 1.38359 -0.61962
H -1.82007 2.88336 -0.89297
H -0.48894 1.52027 -2.83261
H -2.20259 2.06261 -3.07168
H -3.00613 -0.05221 -2.34537
H -1.47195 -0.71182 -2.28424
C -5.41582 -2.25295 -3.89017
Br -4.70733 -2.38601 -2.08862
Br -4.47255 -0.92897 -4.93851
Br -5.45631 -3.97239 -4.77164
H -6.44414 -1.91619 -3.80160
```

No. 7
C16H30Br3O7V | ωB97M-V with the def2-TZVPD basis set

Summary:
Largest force on an atom (eV Å⁻¹): 6.7
2S+1: 3
HOMO level (spin up / spin down) (eV): -13.7 / -13.7
Net charge: +2

Structure (XYZ):
```
57
C16H30Br3O7V | the Open Molecules 2025 dataset | ωB97M-V with the def2-TZVPD basis set
V 0.09703 2.19026 2.14759
C 0.47102 -0.05580 -1.53692
C 0.02796 1.30835 -1.00662
O 0.38958 1.47745 0.32676
H 0.11891 -0.83275 -0.85491
H 1.55802 -0.06580 -1.60188
H 0.04680 -0.31943 -2.50465
H -1.05160 1.41169 -1.18210
H 0.42597 2.12089 -1.63085
C -2.78110 -3.60768 1.40356
C -3.29430 -2.49873 0.50413
C -3.04174 -2.76419 -1.01020
O -4.28667 -2.52440 -1.63848
C -5.24296 -2.43785 -0.70005
O -6.39805 -2.33286 -0.90004
O -4.71586 -2.50924 0.55160
H -3.19814 -4.60532 1.31187
H -2.99035 -3.32230 2.44083
H -1.68683 -3.59652 1.36809
H -2.88522 -1.50282 0.70854
H -2.74194 -3.80311 -1.16363
H -2.24518 -2.12090 -1.38680
C 2.10127 -1.26213 4.16550
C 1.25342 -0.71684 3.07703
O 1.08963 0.51343 2.97146
C 0.68563 -1.66276 2.04347
H 2.04040 -0.51342 4.95777
H 3.16012 -1.31965 3.88868
H 1.86603 -2.26601 4.50828
H 0.89020 -2.64818 2.45310
H 1.25305 -1.51728 1.12170
H -0.37763 -1.48741 1.89074
C -2.56100 0.87343 -3.88051
C -3.59966 1.42316 -2.93133
O -4.27614 2.35927 -3.26010
C -3.83183 0.73019 -1.59837
H -2.80164 1.16645 -4.89957
H -2.32401 -0.18625 -3.79669
H -1.61194 1.39400 -3.68426
H -3.18199 -0.14120 -1.53355
H -4.86456 0.43069 -1.44137
H -3.51826 1.51369 -0.90031
C 3.78397 4.37573 2.56746
C 3.24280 3.25905 1.75684
O 2.13654 2.74506 1.98075
C 4.07362 2.69990 0.66170
H 3.89649 5.16613 1.81318
H 4.78101 4.09539 2.90924
H 3.16954 4.73176 3.38772
H 5.02879 2.25459 0.96707
H 4.33045 3.26873 -0.23125
H 3.60371 1.76752 0.33070
C 4.75291 -0.23311 -2.67392
Br 6.68024 -0.23202 -2.77407
Br 4.06308 1.46740 -3.30592
Br 4.12522 -0.65862 -0.85761
H 4.36515 -0.99965 -3.32942
```

No. 8
C16H30Cl2KN5O6P2S | ωB97M-V with the def2-TZVPD basis set

Summary:
Largest force on an atom (eV Å⁻¹): 1.4
ΔE to the lowest compared entry with this formula, charge and spin (kJ/mol): 0.0
HOMO level (eV): -8.6

Structure (XYZ):
```
63
C16H30Cl2KN5O6P2S | the Open Molecules 2025 dataset | ωB97M-V with the def2-TZVPD basis set
K 2.03210 -0.09164 0.01627
C -1.38426 -0.95075 1.44270
N -1.63041 0.45656 1.75561
C -1.66525 0.71739 3.18959
P -0.77754 1.56867 0.85712
O 0.68777 1.55353 0.99345
O -1.30586 1.19987 -0.61329
P -0.65815 0.64198 -1.98847
O 0.79401 0.43611 -1.89391
N -1.21464 1.81925 -3.02682
C -0.85624 3.19592 -2.71724
C -1.10814 1.49947 -4.44587
N -1.47826 -0.72270 -2.34208
C -0.81416 -1.98608 -2.65127
C -2.92774 -0.76776 -2.30912
N -1.41865 3.05420 1.13435
C -0.65331 4.08946 1.80763
C -2.84994 3.27580 1.04044
H -2.21001 -1.54977 1.82782
H -0.45441 -1.32120 1.88726
H -1.32954 -1.10524 0.36681
H -2.44273 0.09816 3.63820
H -1.90949 1.76411 3.37319
H -0.70970 0.48798 3.67648
H -1.01281 3.39093 -1.65702
H -1.49879 3.86301 -3.29420
H 0.19016 3.41157 -2.96653
H -1.43892 0.47629 -4.61581
H -0.08282 1.60347 -4.82035
H -1.75584 2.17329 -5.00892
H 0.26388 -1.85015 -2.62281
H -1.10982 -2.32366 -3.64895
H -1.07864 -2.74930 -1.91882
H -3.32421 0.22610 -2.10642
H -3.27308 -1.45394 -1.53007
H -3.32244 -1.11201 -3.26967
H 0.39765 3.81152 1.80757
H -0.99003 4.22737 2.84087
H -0.77120 5.03864 1.27898
H -3.30730 2.47034 0.46920
H -3.04131 4.22217 0.52825
H -3.32252 3.31633 2.02797
Cl 4.36719 5.62751 -1.38592
C 3.22623 4.44219 -2.03048
Cl 2.99486 3.06191 -0.94007
H 3.61827 4.07930 -2.97317
H 2.27250 4.93959 -2.16284
O 1.62858 -4.73576 -1.04301
S 1.32546 -3.86568 0.06059
O -0.07677 -3.54147 0.24245
N 2.21409 -2.51919 0.04368
C 2.93385 -2.37507 1.16450
O 3.58861 -1.37170 1.46024
C 2.83664 -3.56906 2.07976
C 3.48860 -3.77737 3.28364
C 3.23753 -4.96023 3.96596
C 2.35315 -5.90661 3.45749
C 1.69710 -5.69220 2.25124
C 1.96339 -4.51476 1.58693
H 4.17309 -3.03144 3.66437
H 3.73649 -5.15475 4.90647
H 2.17670 -6.82056 4.00971
H 1.00705 -6.41997 1.84642
```